A molecular structure, C28H45IrN5. Source: the Open Molecules 2025 dataset; level of theory: ωB97M-V/def2-TZVPD.

Geometry as XYZ:
```
79
Properties=species:S:1:pos:R:3:forces:R:3:lowdin_spin:R:1
Ir -0.11698 0.09934 1.36135 -0.139 -0.001 0.155 2.405
N -1.37258 2.05796 1.82648 0.135 -0.203 -0.061 0.100
C -2.31310 1.83739 2.93811 0.054 -0.016 0.204 0.006
C -1.54722 1.28724 4.13223 -0.125 0.067 -0.165 0.004
N -0.81820 0.05670 3.79418 0.140 -0.017 -0.051 0.075
C -1.52769 -1.19901 4.07498 -0.124 -0.024 -0.164 0.004
C -2.34628 -1.66194 2.87935 0.057 0.021 0.219 0.007
N -1.45203 -1.82060 1.71960 0.150 0.244 -0.112 0.102
H -0.75324 2.82259 2.07688 0.077 0.037 -0.068 0.005
H -1.87279 2.35069 0.99172 0.037 0.007 -0.035 0.004
H -3.07856 1.13442 2.61259 -0.021 0.048 -0.062 0.000
H -2.81354 2.76282 3.23048 -0.026 -0.012 -0.029 0.002
H -2.24002 1.13248 4.96376 0.044 -0.010 0.037 0.002
H -0.81810 2.03699 4.44684 0.007 -0.021 0.050 0.000
H 0.05204 0.05310 4.30937 0.045 0.006 -0.057 0.000
H -2.17974 -1.10815 4.94798 0.038 -0.009 0.028 0.002
H -0.78094 -1.96488 4.29530 -0.012 0.012 0.064 0.000
H -3.11221 -0.92884 2.63084 -0.019 -0.037 -0.065 0.000
H -2.85148 -2.59626 3.13149 -0.015 0.003 -0.042 0.003
H -1.98864 -2.02463 0.88149 0.028 0.000 -0.048 0.004
H -0.84955 -2.62251 1.87868 0.010 -0.047 -0.085 0.005
C -5.05837 0.87766 0.05814 0.006 -0.014 -0.005 -0.007
C -3.95240 0.70695 -0.94811 -0.041 -0.033 0.039 0.006
C -4.20911 0.81264 -2.32201 0.129 -0.016 0.017 0.191
C -3.19428 0.65302 -3.27314 -0.111 0.015 0.055 -0.003
C -3.50761 0.75797 -4.73902 0.034 0.006 -0.031 -0.008
C -1.90476 0.39643 -2.85186 -0.050 0.035 -0.134 0.139
C -1.58329 0.28732 -1.46885 -0.201 0.019 0.026 0.048
C -2.66597 0.43917 -0.54870 0.065 -0.053 -0.048 0.141
N -0.36903 0.05591 -0.94721 0.275 0.033 0.798 0.467
C 0.81478 -0.24683 -1.76363 0.273 -0.125 -0.484 0.040
C 0.59043 -1.51017 -2.62696 -0.023 0.045 0.060 0.020
C 1.86460 -1.84831 -3.40457 0.057 -0.075 -0.088 0.003
C 2.24616 -0.66602 -4.30288 -0.037 -0.005 0.125 0.000
C 2.51508 0.56966 -3.43621 0.078 0.047 -0.090 0.003
C 3.66590 0.27501 -2.47231 -0.093 -0.033 -0.035 0.001
C 3.27099 -0.90565 -1.58279 0.105 -0.041 -0.067 0.003
C 3.01621 -2.14483 -2.44256 -0.056 0.078 0.008 0.001
C 1.99460 -0.53737 -0.82857 -0.186 0.014 0.150 0.023
C 1.24593 0.93932 -2.65944 -0.074 -0.053 0.051 0.020
H -6.02606 0.95470 -0.43264 -0.011 -0.021 0.029 0.000
H -4.91914 1.78612 0.64783 0.000 0.007 -0.011 -0.003
H -5.09558 0.03116 0.74606 -0.031 0.004 0.004 -0.002
H -5.21973 1.01371 -2.65578 0.000 0.015 -0.005 0.009
H -4.55592 0.99764 -4.90101 0.002 0.004 -0.020 0.000
H -3.29252 -0.18188 -5.24910 -0.002 0.000 0.007 -0.003
H -2.90375 1.53383 -5.21099 -0.008 -0.002 0.002 -0.002
H -1.14739 0.29100 -3.61090 -0.052 0.014 0.080 0.005
H -2.44055 0.30288 0.50688 -0.149 0.019 -0.063 0.013
H -0.22813 -1.36000 -3.32922 0.036 -0.115 0.047 0.001
H 0.30838 -2.34113 -1.97108 0.003 -0.008 0.002 0.000
H 1.66576 -2.72896 -4.01908 0.002 0.014 -0.006 0.001
H 1.44601 -0.45919 -5.01915 0.008 -0.006 -0.029 0.000
H 3.14176 -0.91588 -4.87494 -0.023 0.015 -0.046 0.000
H 2.78044 1.41283 -4.07786 -0.007 -0.001 0.017 0.001
H 3.88820 1.15771 -1.86395 0.008 -0.014 -0.001 0.000
H 4.56789 0.03011 -3.03636 0.024 0.024 0.017 0.000
H 4.07006 -1.10833 -0.86302 -0.068 0.009 0.013 0.000
H 2.77932 -3.00730 -1.81165 -0.007 0.002 -0.014 0.000
H 3.91497 -2.39176 -3.01075 0.016 -0.041 0.027 0.000
H 2.18647 0.36733 -0.24451 0.005 -0.006 0.179 0.005
H 1.71083 -1.36018 -0.15225 0.029 0.074 0.058 0.011
H 0.46338 1.20030 -3.36910 0.052 0.102 0.050 0.001
H 1.42262 1.81600 -2.02699 -0.007 0.009 -0.011 0.000
C 2.11368 -2.28592 2.93283 -0.020 -0.036 0.005 0.053
C 2.64539 -0.91708 2.77007 -0.110 -0.011 0.070 0.304
C 3.99673 -0.49253 2.99928 0.116 0.182 -0.013 0.123
C 4.02847 0.84804 2.76135 0.103 -0.199 0.036 0.113
C 2.69914 1.22383 2.38487 -0.101 -0.033 0.078 0.313
C 2.22266 2.57864 2.03351 0.039 -0.082 0.046 0.064
N 1.87513 0.13928 2.41534 -0.259 0.114 -0.454 0.093
H 2.91088 -3.02275 2.85862 -0.030 -0.021 -0.018 0.003
H 1.34697 -2.50168 2.18750 0.050 -0.010 -0.025 0.010
H 1.66080 -2.39666 3.92417 0.024 -0.007 0.003 0.020
H 4.81158 -1.13315 3.29782 -0.032 -0.010 0.013 0.003
H 4.87485 1.51294 2.83096 -0.035 0.021 -0.006 0.002
H 3.03248 3.18551 1.63266 -0.028 0.012 -0.020 0.004
H 1.85198 3.08346 2.93257 -0.010 0.021 -0.022 0.021
H 1.41292 2.52054 1.30498 -0.016 0.069 -0.078 0.015
```
Forces are in eV/Å.

Calculated values
Multiplicity: 6
HOMO level (spin up / spin down) (eV): -13.619 / -14.475
Total charge: +2
F_max (hartree/bohr): 0.01642